# C5H7NO2

C5H7NO2 in the gas phase (wB97M-V/def2-TZVPD, the OMol25 dataset).

ORCA input file:
```
! wB97M-V def2-TZVPD RIJCOSX def2/J DEFGRID3
* xyz 0 1
N 2.42686 -0.83591 0.19110
C 1.14408 -0.32525 0.00263
C 0.03332 -1.12612 0.00226
C -1.36742 -0.54968 0.06727
O -2.45367 -1.00825 -0.23082
C -1.24940 0.94979 0.43493
C -0.08710 1.60950 -0.37340
O 1.17304 1.06016 0.06331
H 2.38540 -1.78482 -0.35688
H 2.98652 -0.24232 -0.56425
H 0.32532 -2.18576 -0.03078
H -0.94779 0.93750 1.48422
H -2.25802 1.32608 0.42281
H 0.02540 2.78237 -0.32970
H -0.10076 1.25360 -1.42516
*
```

Values from the calculation:
Highest occupied orbital energy   -0.3363 Ha
Orbital gap   9.8 eV